A cluster of 10 separate species, C34H95N7O10 in total in a non-equilibrium geometry. Source: OMol25; level of theory: the ωB97M-V functional and the def2-TZVPD basis.

Geometry as XYZ:
```
146
Properties=species:S:1:pos:R:3:forces:R:3
C 9.28003 16.71241 -12.97318 0.140 -0.068 -1.124
C 8.40976 15.52849 -12.59335 -1.352 0.154 0.870
C 7.41450 14.86797 -13.69614 1.402 1.218 0.646
O 6.35550 15.75589 -14.08528 0.988 -0.510 0.768
C 5.49632 15.19717 -15.05456 -0.204 0.336 0.027
N 9.24638 14.51633 -11.94540 0.529 -1.554 -0.567
H 8.75221 17.51844 -13.48290 -0.324 -0.079 0.135
H 10.04908 16.39945 -13.67938 0.152 -0.164 -0.054
H 9.80334 17.15653 -12.12641 -0.185 -0.175 0.229
H 7.77853 15.86245 -11.76987 -0.840 0.521 -0.375
H 7.03971 13.94668 -13.25020 -0.362 -0.091 0.126
H 7.98738 14.57788 -14.57691 0.234 0.006 -0.168
H 5.86736 15.30719 -16.07354 0.403 -0.158 -0.100
H 4.57150 15.77344 -15.02758 -0.119 -0.101 0.153
H 5.28674 14.14787 -14.84685 -0.088 -0.129 0.006
H 9.79031 14.80737 -11.14569 0.132 0.943 -0.301
H 8.71315 13.76674 -11.52841 -0.505 -0.187 -0.387
C -3.47464 24.71209 -14.49894 0.297 -0.329 -0.339
C -2.02867 24.35613 -14.09841 -0.732 -0.254 -0.488
C -1.49929 22.99636 -14.58853 -0.253 -0.181 0.103
O -0.24498 22.72219 -14.00992 1.011 -0.587 0.525
C 0.41288 21.46424 -14.37344 -0.662 1.309 -0.123
N -1.21876 25.39292 -14.69384 1.297 0.754 0.567
H -3.73931 25.66437 -14.03937 -0.090 -0.120 0.367
H -4.19528 23.93773 -14.23602 -0.063 0.081 0.091
H -3.53690 24.94029 -15.56297 0.042 -0.365 -0.146
H -2.01796 24.40515 -13.00956 0.355 -0.417 0.254
H -1.35941 22.99095 -15.66950 -0.408 0.154 -0.343
H -2.22207 22.22844 -14.31286 -0.161 -0.282 -0.031
H 1.30864 21.36642 -13.76012 -0.331 0.052 0.311
H 0.78209 21.49795 -15.39845 -0.223 0.136 -0.319
H -0.26412 20.61618 -14.27066 -0.002 -0.084 0.186
H -1.25345 26.19491 -14.08090 -0.529 0.621 -0.119
H -0.25048 25.15363 -14.53486 0.525 -0.518 -0.319
C 2.98926 20.80843 -22.79115 -0.670 0.295 1.899
C 2.42738 22.20359 -22.37338 1.040 -0.467 -0.643
C 3.23500 22.94811 -21.26711 -0.374 -0.296 0.390
O 3.10901 22.41194 -19.94287 0.578 0.127 -0.262
C 3.83168 23.18644 -18.95520 -0.897 -0.040 -0.638
N 2.45086 23.01860 -23.57784 -0.177 0.724 -0.962
H 4.03628 20.83467 -23.09311 0.112 0.205 0.325
H 2.45261 20.31361 -23.60063 -0.368 0.297 0.036
H 2.83570 20.23637 -21.87614 0.551 -0.773 -0.145
H 1.37099 22.14883 -22.11043 0.052 -0.265 0.380
H 2.88988 23.98036 -21.20837 -0.080 0.231 -0.430
H 4.28776 22.94798 -21.54958 0.284 0.054 -0.134
H 4.81818 23.52019 -19.27698 0.327 -0.617 -0.097
H 3.83812 22.60525 -18.03310 0.310 -0.059 -0.162
H 3.31538 24.12333 -18.74598 -0.406 0.137 0.016
H 3.34950 22.94933 -24.03363 0.936 0.457 0.532
H 1.98612 22.44908 -24.27049 -1.015 0.119 -0.131
C -1.12023 16.72986 -16.56791 1.698 -0.146 0.544
C 0.25822 17.38178 -16.08289 -1.592 -0.077 -1.016
C 0.45442 17.27343 -14.55734 -0.653 -0.526 -0.984
O -0.68015 17.86596 -13.93994 0.412 0.561 -0.590
C -0.75963 17.60673 -12.57366 0.055 -0.580 0.156
N 1.33354 16.69623 -16.78497 0.439 -0.487 0.846
H -2.06140 17.23448 -16.34960 0.356 0.245 0.069
H -1.14092 15.72666 -16.14215 -0.186 -0.099 0.179
H -0.98591 16.55804 -17.63587 -0.324 0.273 -0.135
H 0.25311 18.42276 -16.40605 -0.224 0.471 0.313
H 1.39871 17.64361 -14.15811 0.137 0.682 -0.189
H 0.53687 16.19917 -14.39223 -0.441 -0.417 0.404
H 0.15375 17.87196 -12.04122 0.254 0.054 0.054
H -0.92907 16.53356 -12.48600 -0.056 -0.225 0.592
H -1.58104 18.15300 -12.11001 -0.075 0.035 -0.310
H 2.13685 17.28348 -16.61195 0.410 -0.310 0.013
H 1.27311 16.67658 -17.79297 -0.700 0.103 -0.066
C 4.33451 19.46202 -19.28603 -0.537 0.237 1.140
C 5.19495 19.20311 -18.01591 -1.216 0.506 -0.594
C 4.58948 18.14031 -17.04317 0.764 0.586 -1.779
O 3.35392 18.48306 -16.44630 1.227 0.108 -0.574
C 3.42009 19.61222 -15.62851 -0.942 0.424 0.307
N 6.46791 18.84300 -18.56828 0.753 -1.485 0.233
H 4.10705 18.54281 -19.82586 0.083 -0.381 0.308
H 4.85581 20.07584 -20.02058 0.051 0.341 0.307
H 3.38900 19.93046 -19.01277 -0.081 0.174 -0.242
H 5.49092 20.08809 -17.45260 -1.297 0.639 0.225
H 5.37702 17.93192 -16.31898 -0.108 -0.276 0.425
H 4.39019 17.28767 -17.69232 0.028 -0.436 0.359
H 4.06440 19.46320 -14.76205 0.126 0.017 0.055
H 2.38050 19.73872 -15.32625 0.075 0.222 0.450
H 3.70377 20.52424 -16.15373 0.235 -0.021 -0.119
H 7.06785 18.62752 -17.78486 0.693 -0.277 0.060
H 6.82067 19.74047 -18.86865 0.472 0.010 -0.309
C -0.01687 26.40509 -18.44618 -0.059 -0.379 -1.351
C -0.84768 25.12341 -18.66056 0.353 -0.739 1.514
C 0.06836 23.86407 -18.41813 -0.962 0.020 -1.388
O -0.60079 22.64401 -18.79996 0.548 -0.321 0.128
C 0.32432 21.53975 -18.89869 -0.489 -0.083 0.114
N -1.95526 25.14092 -17.68402 0.124 0.201 -0.448
H 0.84366 26.38169 -19.11478 0.495 -0.334 0.305
H 0.29453 26.55086 -17.41183 -0.093 0.057 -0.088
H -0.52543 27.26819 -18.87576 -0.506 0.120 0.672
H -1.27784 25.12019 -19.66209 0.236 -0.222 -0.122
H 0.30421 23.76619 -17.35846 0.418 0.360 0.138
H 0.94036 23.92541 -19.06925 0.430 0.239 0.298
H 1.08848 21.50463 -18.12221 0.007 0.475 0.356
H 0.88292 21.49781 -19.83374 -0.224 0.358 -0.142
H -0.22332 20.60374 -18.78890 -0.354 0.139 -0.092
H -2.34979 24.21958 -17.55917 -0.122 -0.312 -0.403
H -1.54737 25.34132 -16.78204 -0.021 0.297 0.392
C 9.19883 20.20910 -20.73606 -0.008 -0.505 1.284
C 8.11435 21.27828 -20.83198 1.557 0.154 1.317
C 8.07354 22.22739 -19.59015 -0.334 -0.885 0.128
O 7.41788 21.54003 -18.51898 0.107 1.217 0.546
C 7.42407 22.30293 -17.25249 -0.501 -0.728 -1.504
N 8.46781 22.05926 -21.97613 -1.036 1.337 -1.314
H 10.16120 20.68386 -20.54489 0.106 0.249 -0.335
H 9.25517 19.62363 -21.65374 -0.030 -0.059 0.022
H 9.10355 19.54845 -19.87434 -0.369 -0.321 0.003
H 7.12514 20.83140 -20.93135 -0.101 0.102 -0.182
H 7.59379 23.15675 -19.89715 -0.597 0.048 0.084
H 9.03837 22.54684 -19.19627 0.582 -0.253 -0.410
H 8.41331 22.70782 -17.03904 0.136 -0.237 0.137
H 7.04722 21.61829 -16.49266 0.379 -0.031 0.137
H 6.70893 23.12274 -17.32027 -0.057 0.263 -0.108
H 9.36845 22.50945 -21.89700 0.080 -0.142 0.165
H 8.46203 21.50414 -22.81988 0.091 0.003 -0.018
C 5.01208 17.90072 -12.27427 -0.412 0.509 -0.073
C 4.05801 19.00490 -11.84307 1.101 -0.157 -1.525
O 4.13346 19.20108 -10.47484 -0.504 0.493 1.079
H 6.04662 18.04365 -11.96221 -0.123 0.089 0.182
H 5.01667 17.84169 -13.36266 -0.078 -0.470 0.041
H 4.57057 17.02629 -11.79621 0.470 -0.617 -0.378
H 3.09010 18.70256 -12.24287 -0.601 0.101 0.395
H 4.29582 19.94319 -12.34423 0.091 0.182 0.250
H 3.97941 18.36042 -10.03762 0.007 -0.083 0.064
C 6.98228 16.10705 -22.56861 1.003 0.548 1.021
C 7.03108 17.10353 -21.35930 0.039 -0.772 -0.736
O 6.35275 16.62348 -20.20634 0.037 -0.835 -1.713
H 7.32146 15.12823 -22.22953 -0.684 -0.273 0.170
H 7.81311 16.35882 -23.22771 -0.113 0.474 -0.325
H 6.06324 16.09076 -23.15445 -0.056 -0.138 0.360
H 6.69052 18.08013 -21.70337 -0.575 0.182 0.102
H 8.08011 17.29287 -21.13175 0.336 -0.244 0.162
H 6.23295 17.39443 -19.64699 0.200 0.907 0.879
C 9.39368 16.52620 -17.78421 -0.174 -0.792 -1.062
C 10.11056 17.75396 -17.34144 -0.862 -0.348 0.557
O 9.08996 18.69852 -17.04796 0.334 0.151 -0.173
H 8.76989 16.74488 -18.65091 -0.189 0.120 -0.019
H 8.74445 16.07544 -17.03361 0.153 0.144 0.197
H 10.10590 15.78397 -18.14467 0.101 -0.227 0.195
H 10.77190 18.09848 -18.13644 0.227 0.164 0.114
H 10.63832 17.51080 -16.41924 0.532 0.240 -0.032
H 9.53376 19.48335 -16.71830 -0.153 0.562 0.263
```
Positions in Å, forces in eV/Å.

Calculated values
Gap between HOMO and LUMO (alpha / beta) in eV: 1.906 / 9.253
LUMO (alpha / beta) in eV: 2.275 / 2.228
Energy relative to the best compared isomer or geometry (same formula, charge and spin) in kJ/mol: 0.0
HOMO level (alpha / beta) in eV: 0.37 / -7.03
Charge: -1
Total energy in hartree: -2487.833729
Multiplicity: 2
<S²>: 0.751

Here are the Löwdin charges for atoms 1 to 99, given in e:
1. C -0.089
2. C -0.405
3. C -0.146
4. O -0.213
5. C -0.113
6. N 0.002
7. H 0.066
8. H 0.067
9. H 0.068
10. H 0.113
11. H 0.107
12. H 0.115
13. H 0.083
14. H 0.080
15. H 0.086
16. H 0.063
17. H 0.055
18. C -0.060
19. C -0.422
20. C -0.204
21. O -0.209
22. C -0.061
23. N 0.025
24. H 0.073
25. H 0.074
26. H 0.057
27. H 0.132
28. H 0.111
29. H 0.123
30. H 0.082
31. H 0.065
32. H 0.079
33. H 0.082
34. H 0.077
35. C -0.055
36. C -0.405
37. C -0.177
38. O -0.247
39. C -0.104
40. N 0.007
41. H 0.077
42. H 0.069
43. H 0.062
44. H 0.130
45. H 0.117
46. H 0.121
47. H 0.073
48. H 0.074
49. H 0.064
50. H 0.063
51. H 0.059
52. C -0.042
53. C -0.405
54. C -0.197
55. O -0.198
56. C -0.123
57. N 0.036
58. H 0.066
59. H 0.068
60. H 0.059
61. H 0.119
62. H 0.110
63. H 0.118
64. H 0.079
65. H 0.086
66. H 0.088
67. H 0.016
68. H 0.070
69. C -0.030
70. C -0.393
71. C -0.154
72. O -0.229
73. C -0.087
74. N 0.050
75. H 0.078
76. H 0.065
77. H 0.063
78. H 0.109
79. H 0.119
80. H 0.132
81. H 0.077
82. H 0.069
83. H 0.076
84. H 0.062
85. H 0.045
86. C -0.070
87. C -0.388
88. C -0.176
89. O -0.194
90. C -0.097
91. N 0.028
92. H 0.065
93. H 0.074
94. H 0.070
95. H 0.130
96. H 0.117
97. H 0.100
98. H 0.071
99. H 0.060



A cluster of 2 separate species, C2H2O3S in total in a non-equilibrium geometry. Source: OMol25; level of theory: the ωB97M-V functional and the def2-TZVPD basis.

Geometry as XYZ:
```
8
Properties=species:S:1:pos:R:3:forces:R:3
C 0.10915 0.87681 0.86527 -0.073 0.357 1.745
C -0.26654 0.22366 -0.05479 -0.020 -0.573 -0.925
O -2.01855 -2.70282 -1.09864 -0.331 0.229 -0.134
O -2.19482 -1.59707 1.03566 0.005 0.297 1.114
O -0.74429 -0.36659 -1.12261 -0.072 1.291 -0.369
S -2.64760 -1.67404 -0.30232 -0.668 -1.035 -0.671
H 0.15685 1.23327 1.88859 0.299 0.008 -0.863
H -0.60417 -1.31015 -1.20607 0.860 -0.574 0.103
```
Positions in Å, forces in eV/Å.

Calculated values
Gap between HOMO and LUMO in eV: 9.030
LUMO in eV: -1.053
Energy relative to the best compared isomer or geometry (same formula, charge and spin) in kJ/mol: 365.2
HOMO level in eV: -10.08
Total energy in hartree: -701.201303
Multiplicity: 1

Table of Löwdin atomic charges, one value per atom, all in e:
1. C 0.108
2. C -0.303
3. O -0.421
4. O -0.379
5. O -0.028
6. S 0.910
7. H 0.048
8. H 0.065



The lowest energy relative to the best compared isomer or geometry (same formula, charge and spin) belongs to which entry? C34H95N7O10